[1]
A 2-piece molecular cluster, C9H14 overall, computed with ωB97M-V/def2-TZVPD.

Atoms and positions in Å:
C -1.28 -1.71 -0.25
C 0.12 -1.23 -0.54
C 1.26 -1.84 -0.05
C 2.54 -1.49 -0.45
C 2.74 -0.34 -1.19
C 1.60 0.26 -1.73
C 0.31 -0.16 -1.43
H -1.60 -2.34 -1.08
H -1.92 -0.83 -0.27
H -1.37 -2.26 0.68
H 1.13 -2.70 0.60
H 3.38 -2.14 -0.19
H 3.65 0.25 -1.19
H 1.68 1.02 -2.50
H -0.47 0.45 -1.84
C -2.22 1.98 1.23
C -0.75 1.75 1.58
H -2.38 2.98 0.83
H -2.62 1.18 0.61
H -2.81 2.07 2.15
H -0.20 2.69 1.43
H -0.21 1.01 1.00
H -0.58 1.40 2.60

Properties
E = -9559.4735 eV
HOMO energy = -8.9 eV
energy above the lowest of the compared OMol25 structures with the same formula, charge and spin = 16.3 kcal per mole

=====

[2]
An isolated ion of composition C6H8N and charge +1, computed with ωB97M-V/def2-TZVPD.

Atoms and positions in Å:
C -0.63 0.01 3.74
C -0.39 -0.06 2.45
N -0.10 -0.24 1.32
C 0.28 -0.49 0.13
C -0.09 0.43 -0.92
C 1.03 0.47 -2.13
C -0.34 -0.11 -2.29
H -0.66 -1.01 4.17
H -0.97 0.80 4.40
H 0.40 -1.53 -0.03
H -0.58 1.26 -0.57
H 1.23 1.41 -2.65
H 1.95 -0.07 -2.06
H -0.18 -1.18 -2.49
H -0.96 0.32 -3.08

Properties
E = -7831.0165 eV
charge = +1
HOMO energy = -14.0 eV
energy above the lowest of the compared OMol25 structures with the same formula, charge and spin = 107.7 kcal per mole

=====

[3]
C14H19BrOYb as an isolated structure, computed with ωB97M-V/def2-TZVPD.

Atoms and positions in Å:
C -2.00 -0.86 -0.82
C -1.79 -1.38 0.47
C -1.85 -0.26 1.39
H -1.59 -2.38 0.76
C -2.05 0.95 0.60
C -2.13 0.57 -0.74
H -2.21 1.25 -1.58
H -1.99 -1.44 -1.74
H -1.78 -0.32 2.45
H -2.06 1.94 1.02
Yb -0.03 0.08 0.05
Br 1.19 -0.91 -1.92
C 2.75 0.68 -4.91
C 1.63 1.49 -5.35
C 0.62 0.59 -5.88
H 1.56 2.53 -5.30
C 1.11 -0.77 -5.77
C 2.43 -0.71 -5.17
H 3.05 -1.54 -4.96
H 3.64 1.04 -4.48
H -0.31 0.88 -6.28
H 0.61 -1.64 -6.07
C 1.44 0.25 3.75
C 0.01 0.00 3.48
C -0.39 -1.39 4.04
C -0.84 1.18 4.04
O 0.03 -0.01 2.05
H 1.58 0.28 4.85
H 1.77 1.21 3.34
H 2.07 -0.54 3.34
H -0.20 -1.36 5.13
H -1.43 -1.71 3.93
H 0.25 -2.18 3.61
H -0.50 2.13 3.62
H -1.92 1.12 3.93
H -0.65 1.21 5.13

Properties
E = -118444.3413 eV
charge = -1
HOMO energy (spin up / spin down) = -2.1 / -2.1 eV
<S²> = 0.7512
energy above the lowest of the compared OMol25 structures with the same formula, charge and spin = 101.3 kcal per mole
multiplicity = 2

=====

[4]
A single C15H12 molecule, computed with ωB97M-V/def2-TZVPD.

Atoms and positions in Å:
C 4.30 0.41 -0.21
C -3.68 -1.67 0.33
C -2.51 -2.44 0.57
C 3.56 -0.36 -1.13
C 3.66 0.89 0.88
C -3.49 -0.30 0.00
C -1.34 -1.78 0.58
C 2.22 -0.52 -1.11
C 2.31 0.67 1.05
C -2.28 0.31 -0.10
C -1.07 -0.49 0.15
C 1.55 -0.04 0.03
C -2.25 1.74 -0.41
C 0.22 -0.08 0.15
C -1.26 2.65 -0.52
H 5.29 0.59 -0.44
H -4.75 -2.08 0.44
H -2.56 -3.54 0.83
H 4.05 -0.92 -1.89
H 4.26 1.06 1.72
H -4.43 0.25 -0.04
H -0.44 -2.23 0.91
H 1.62 -1.09 -1.82
H 1.96 0.93 2.01
H -3.28 2.03 -0.56
H -0.28 2.40 -0.38
H -1.37 3.62 -1.04

Properties
E = -15744.3698 eV
HOMO energy (spin up / spin down) = -7.0 / -6.9 eV
energy above the lowest of the compared OMol25 structures with the same formula, charge and spin = 0.0 kcal per mole

=====

[5]
C5H7CoO4 as an isolated structure, computed with ωB97M-V/def2-TZVPD.

Atoms and positions in Å:
H 2.76 -0.53 0.30
Co 1.73 2.36 -0.17
O 2.79 1.41 1.01
O 1.52 -0.31 1.87
C 0.20 0.16 2.04
C -0.46 -0.08 0.69
O 1.05 0.61 -0.17
C 2.13 0.27 0.72
H -0.23 -0.34 2.92
H 0.19 1.23 2.30
H -1.04 0.74 0.25
H -0.39 -1.05 0.17
H -2.50 -1.78 0.60
O -3.94 0.15 2.54
C -2.18 -1.31 1.54
C -3.16 -0.59 2.13
H -1.70 -2.02 2.23

Properties
E = -51090.1162 eV
charge = +2
HOMO energy (spin up / spin down) = -18.3 / -18.4 eV
<S²> = 6.0225
energy above the lowest of the compared OMol25 structures with the same formula, charge and spin = 61.5 kcal per mole
multiplicity = 5

=====

[6]
A single C4H10N2O molecule, computed with ωB97M-V/def2-TZVPD.

Atoms and positions in Å:
C -1.23 -1.48 1.02
N -0.97 -1.17 -0.20
C 0.27 -0.42 -0.44
C 1.51 -1.20 0.02
N 0.21 0.91 0.18
C -1.07 1.60 -0.27
O 1.36 1.66 -0.32
H -2.15 -2.03 1.26
H -0.60 -1.19 1.88
H 0.35 -0.31 -1.53
H 2.40 -0.85 -0.51
H 1.39 -2.28 -0.17
H 1.69 -1.07 1.09
H -1.07 2.61 0.16
H -1.09 1.70 -1.36
H -2.00 1.15 0.09
H 1.00 2.37 -0.89

Properties
E = -9335.0059 eV
HOMO energy = -8.9 eV
energy above the lowest of the compared OMol25 structures with the same formula, charge and spin = 91.8 kcal per mole

=====

[7]
A single C3H2N2O2 molecule, computed with ωB97M-V/def2-TZVPD.

Atoms and positions in Å:
O -2.19 -0.17 -0.12
C -1.03 0.11 -0.06
N -0.33 1.23 0.23
C 0.95 1.21 -0.04
C 1.65 -0.08 -0.23
N 1.14 -1.23 0.07
O -0.21 -1.02 0.11
H 1.41 2.26 -0.18
H 2.68 -0.18 0.13

Properties
E = -10214.8127 eV
HOMO energy = -10.7 eV
energy above the lowest of the compared OMol25 structures with the same formula, charge and spin = 77.9 kcal per mole

=====

[8]
C26H38IrN5SSb as an isolated structure, computed with ωB97M-V/def2-TZVPD.

Atoms and positions in Å:
Ir -1.09 -0.88 -0.69
C 1.90 -2.95 -3.38
C 2.48 -3.93 -2.59
C 2.02 -4.10 -1.30
C 1.01 -3.27 -0.81
N 0.46 -2.33 -1.59
C 0.88 -2.19 -2.84
C 0.50 -3.33 0.57
C 1.06 -4.11 1.58
C 0.52 -4.05 2.85
C -0.58 -3.24 3.10
C -1.10 -2.48 2.05
N -0.54 -2.52 0.83
C -2.23 -1.55 2.19
C -3.01 -1.45 3.34
C -4.01 -0.49 3.41
C -4.22 0.34 2.32
C -3.43 0.16 1.20
N -2.46 -0.74 1.13
H 2.22 -2.77 -4.40
H 3.27 -4.55 -2.99
H 2.44 -4.88 -0.68
H 0.37 -1.44 -3.44
H 1.90 -4.76 1.38
H 0.95 -4.63 3.66
H -1.02 -3.20 4.08
H -2.85 -2.12 4.18
H -4.62 -0.40 4.30
H -4.98 1.10 2.33
H -3.58 0.77 0.32
C 3.71 1.82 -0.48
C 2.87 0.56 -0.58
C 3.58 -0.66 -0.04
Sb 0.90 0.78 0.51
C 0.03 2.80 0.13
C -0.10 2.96 -1.37
C 0.81 3.92 0.79
C 1.35 0.63 2.74
C 0.11 1.02 3.51
C 2.55 1.45 3.12
H 4.62 1.67 -1.05
H 3.99 2.04 0.54
H 3.20 2.68 -0.91
H 2.55 0.40 -1.61
H 3.92 -0.51 0.98
H 4.47 -0.86 -0.65
H 2.95 -1.55 -0.08
H -0.96 2.72 0.59
H 0.88 3.05 -1.84
H -0.66 3.86 -1.59
H -0.63 2.10 -1.80
H 1.82 3.99 0.41
H 0.83 3.81 1.87
H 0.31 4.86 0.57
H 1.56 -0.44 2.85
H -0.12 2.08 3.39
H 0.28 0.85 4.57
H -0.76 0.43 3.21
H 2.39 2.52 2.95
H 3.45 1.14 2.60
H 2.73 1.32 4.19
C -2.96 2.70 -5.30
N -2.34 1.67 -4.48
C -2.97 0.91 -3.61
N -4.25 1.10 -3.35
S -2.10 -0.41 -2.90
H -2.19 3.17 -5.90
H -3.43 3.47 -4.69
H -3.70 2.27 -5.98
H -1.37 1.47 -4.69
H -4.79 1.76 -3.89
H -4.77 0.42 -2.80

Properties
E = -55216.6161 eV
charge = +3
HOMO energy = -17.2 eV

=====

[9]
A single C2H2Cl3P molecule, computed with ωB97M-V/def2-TZVPD.

Atoms and positions in Å:
C 0.74 0.64 -0.86
C 0.29 0.50 0.39
Cl 1.07 1.21 1.70
P -1.24 -0.52 0.83
Cl -1.99 -1.04 -0.99
Cl -0.43 -2.26 1.54
H 0.09 0.17 -1.58
H 1.45 1.30 -1.02

Properties
E = -48962.7320 eV
HOMO energy = -9.7 eV
energy above the lowest of the compared OMol25 structures with the same formula, charge and spin = 11.2 kcal per mole

=====

[10]
C25H16N4O4S2W as an isolated structure, computed with ωB97M-V/def2-TZVPD.

Atoms and positions in Å:
W -0.07 -0.12 0.00
O 1.93 0.04 -3.50
C 1.65 0.02 -2.35
O 0.40 -0.05 -1.83
C 2.64 0.07 -1.17
C 4.03 0.04 -1.21
C 4.72 0.03 0.00
C 4.02 0.03 1.21
C 2.63 0.08 1.17
N 1.98 0.11 0.00
C 1.64 0.04 2.34
O 1.93 0.01 3.49
O 0.40 0.03 1.83
H 4.54 0.00 -2.16
H 5.80 0.01 0.00
H 4.54 -0.01 2.16
S -4.34 1.55 0.00
C -4.54 -0.19 0.00
C -5.72 -0.91 0.01
C -5.64 -2.29 0.00
C -4.40 -2.93 -0.02
C -3.22 -2.21 -0.03
C -3.28 -0.82 -0.02
N -2.20 0.08 -0.02
C -2.65 1.36 -0.01
C -1.69 2.44 -0.02
C -2.05 3.79 0.00
C -1.07 4.75 0.00
C 0.27 4.38 0.00
C 0.62 3.03 -0.01
C -0.33 2.01 -0.03
H -6.68 -0.41 0.01
H -6.54 -2.88 0.00
H -4.37 -4.01 -0.03
H -2.27 -2.72 -0.07
H -3.09 4.08 0.01
H -1.33 5.80 0.01
H 1.04 5.13 0.01
H 1.68 2.79 -0.01
C 0.62 -6.85 2.40
C 0.31 -6.15 1.13
C -0.09 -6.80 -0.04
C -0.36 -6.02 -1.15
N -0.25 -4.69 -1.11
C 0.14 -4.19 0.03
S 0.29 -2.41 0.09
N 0.43 -4.82 1.13
H 0.57 -7.93 2.28
H -0.09 -6.54 3.17
H 1.61 -6.57 2.76
H -0.18 -7.88 -0.08
H -0.67 -6.43 -2.10

Properties
E = -63817.2562 eV
charge = +2
HOMO energy (spin up / spin down) = -14.5 / -14.5 eV
energy above the lowest of the compared OMol25 structures with the same formula, charge and spin = 34.4 kcal per mole

=====

[11]
A 2-piece molecular cluster, C14H26N5O6 overall, computed with ωB97M-V/def2-TZVPD.

Atoms and positions in Å:
O 2.48 1.50 0.91
O -0.22 -3.08 -6.91
O -2.94 -3.27 -4.29
O -1.69 3.75 2.19
O -0.68 -4.78 -5.50
O -2.17 -1.77 -2.79
C 2.15 2.65 1.18
C -0.59 -3.47 -5.81
C -2.04 -2.55 -3.90
C -1.47 2.60 1.85
C 0.98 -1.60 1.35
N 0.43 -2.17 0.31
N -2.40 1.80 1.31
N 0.25 -1.31 2.42
N 0.98 2.96 1.75
N 2.25 -1.34 1.27
C 3.08 3.80 0.89
C -3.78 2.21 1.07
C 0.76 -0.91 3.75
C 0.55 -2.07 -3.94
C -0.12 -1.06 -4.87
C 1.17 0.57 3.88
C -0.74 -2.46 -4.69
C 0.04 1.57 3.57
C -0.08 1.99 2.09
H -0.54 -5.25 -6.34
H -3.10 -1.92 -2.54
H -0.53 -2.44 0.32
H 1.01 -2.42 -0.47
H -2.13 0.88 1.04
H -0.72 -1.56 2.37
H 0.78 3.94 1.92
H 2.63 -0.67 1.93
H 2.76 -1.48 0.42
H 3.33 4.32 1.82
H 2.60 4.50 0.20
H 4.00 3.42 0.43
H -3.82 2.90 0.22
H -4.41 1.34 0.86
H -4.18 2.73 1.94
H 1.61 -1.53 4.01
H -0.02 -1.11 4.49
H 0.49 -1.88 -2.87
H 1.49 -2.51 -4.29
H -0.64 -0.21 -4.41
H 0.38 -0.83 -5.81
H 2.04 0.77 3.27
H 1.46 0.72 4.91
H 0.20 2.47 4.16
H -0.90 1.13 3.90
H 0.01 1.12 1.44

Properties
E = -34671.3848 eV
charge = +1
HOMO energy = -12.5 eV
energy above the lowest of the compared OMol25 structures with the same formula, charge and spin = 0.0 kcal per mole

=====

[12]
A 21-piece molecular cluster, H42O21 overall, computed with ωB97M-V/def2-TZVPD.

Atoms and positions in Å:
O 2.36 -2.73 -1.27
H 2.31 -2.32 -2.14
H 1.87 -3.54 -1.44
O 3.79 0.96 -1.73
H 2.92 0.59 -1.54
H 4.52 0.34 -1.66
O -0.22 4.43 0.36
H -0.10 5.24 0.86
H -0.20 4.66 -0.57
O -1.15 1.21 4.74
H -1.28 1.81 3.99
H -1.09 0.41 4.21
O 2.21 -0.04 0.19
H 2.64 -0.43 0.96
H 1.45 -0.66 0.19
O 2.87 -2.54 1.45
H 2.75 -2.81 0.53
H 1.96 -2.71 1.71
O 1.86 3.14 2.06
H 2.00 3.44 1.15
H 2.53 2.52 2.35
O -1.08 1.45 -1.59
H -1.26 1.54 -0.65
H -0.98 2.17 -2.20
O 0.10 -3.97 -2.41
H -0.19 -4.44 -1.60
H -0.67 -4.05 -2.98
O -3.02 -2.53 -2.58
H -3.38 -2.22 -3.45
H -3.70 -2.08 -2.03
O -3.38 0.00 -2.51
H -2.61 0.26 -1.95
H -3.46 0.65 -3.21
O -0.43 -1.74 3.26
H -0.12 -2.64 3.40
H 0.33 -1.32 2.85
O 1.43 2.84 -2.76
H 2.06 2.93 -2.00
H 1.34 1.87 -2.64
O -1.52 2.78 2.12
H -1.09 2.12 1.56
H -0.82 3.45 2.17
O -2.45 -3.91 -0.23
H -2.36 -3.83 0.78
H -3.34 -3.54 -0.27
O -0.35 -2.00 0.57
H -0.97 -1.55 1.13
H -0.84 -2.69 0.12
O 0.83 -0.23 -2.71
H 0.13 -0.27 -2.02
H 0.41 0.26 -3.43
O -3.77 -1.25 0.58
H -3.61 -0.39 0.18
H -4.71 -1.40 0.77
O 0.61 0.72 2.76
H 0.61 1.28 3.55
H 1.28 0.89 2.10
O -1.35 0.30 0.79
H -1.16 0.14 1.74
H -0.65 0.10 0.17
O 3.08 3.16 -0.49
H 3.45 2.26 -0.52
H 3.60 3.92 -0.76

Properties
E = -43668.8055 eV
charge = +1
HOMO energy (spin up / spin down) = -13.8 / -13.0 eV
<S²> = 0.7552
energy above the lowest of the compared OMol25 structures with the same formula, charge and spin = 12.4 kcal per mole
multiplicity = 2

=====

[13]
A 2-piece molecular cluster, C3H8N4 overall, computed with ωB97M-V/def2-TZVPD.

Atoms and positions in Å:
N 1.01 0.54 -0.10
C -1.32 0.18 -0.77
N 2.16 1.15 -0.43
N 0.10 -1.76 1.83
C -1.16 -0.61 0.31
C -1.76 0.63 -1.91
N 0.01 -1.26 0.55
H 0.54 1.07 0.63
H 2.78 1.50 0.30
H 2.62 0.76 -1.24
H 1.01 -2.16 1.98
H -0.16 -1.12 2.58
H -1.91 -0.56 1.10
H -1.56 1.64 -2.25
H -2.35 0.01 -2.58

Properties
E = -9194.7089 eV
HOMO energy (spin up / spin down) = -7.5 / -7.1 eV
energy above the lowest of the compared OMol25 structures with the same formula, charge and spin = 159.7 kcal per mole

=====

[14]
C2H2N2O3 as an isolated structure, computed with ωB97M-V/def2-TZVPD.

Atoms and positions in Å:
C 0.78 -0.28 -0.09
C -1.26 -0.27 -0.10
H 2.28 -1.35 -0.22
H -1.06 1.73 0.80
N -0.15 -1.14 0.11
N -0.83 1.23 -0.06
O 2.13 -0.30 -0.07
O -2.34 -0.63 -0.17
O 0.46 1.02 -0.19

Properties
E = -11226.4838 eV
HOMO energy = -10.1 eV
energy above the lowest of the compared OMol25 structures with the same formula, charge and spin = 53.5 kcal per mole

=====

[15]
A single C8H13N molecule, computed with ωB97M-V/def2-TZVPD.

Atoms and positions in Å:
C -1.21 1.30 -1.13
N -1.75 0.15 -0.57
C -1.32 -0.49 0.66
C 0.03 -0.33 1.25
C 0.74 1.02 1.30
C 1.77 0.51 0.28
C 1.06 -0.84 0.24
C 0.29 -1.36 -0.95
C -1.19 -1.21 -0.69
H -0.13 1.33 -1.23
H -1.56 1.44 -2.18
H -1.47 2.16 -0.49
H -2.14 -0.71 1.35
H 0.17 -0.80 2.23
H 0.13 1.88 0.97
H 1.11 1.29 2.29
H 1.77 1.05 -0.64
H 2.76 0.44 0.69
H 1.75 -1.59 0.66
H 0.57 -2.41 -1.11
H 0.54 -0.89 -1.95
H -1.90 -1.96 -0.99

Properties
E = -9994.5490 eV
HOMO energy = -8.5 eV
energy above the lowest of the compared OMol25 structures with the same formula, charge and spin = 52.9 kcal per mole

=====

[16]
A single C12H9PS molecule, computed with ωB97M-V/def2-TZVPD.

Atoms and positions in Å:
C -2.69 1.34 0.03
C -2.18 0.36 0.80
C -1.13 -0.43 0.41
C -0.58 -0.17 -0.83
P 0.80 -1.08 -1.61
C 1.08 -2.45 -0.47
C 2.16 -2.25 0.28
C 2.81 -0.97 0.23
C 3.83 -0.35 0.75
S 4.00 1.29 0.25
C 2.62 1.21 -0.82
C 2.00 -0.09 -0.69
C -1.05 0.96 -1.59
C -2.19 1.61 -1.21
H -3.41 2.15 0.49
H -2.59 0.01 1.80
H -0.73 -1.18 1.05
H 0.53 -3.41 -0.47
H 2.55 -2.92 1.06
H 4.55 -0.69 1.59
H 2.67 1.96 -1.57
H -0.57 1.29 -2.48
H -2.57 2.56 -1.68

Properties
E = -32711.6327 eV
HOMO energy = -8.4 eV
energy above the lowest of the compared OMol25 structures with the same formula, charge and spin = 2.9 kcal per mole

=====

[17]
An isolated ion of composition C7H13N2S and charge +1, computed with ωB97M-V/def2-TZVPD.

Atoms and positions in Å:
C 1.47 -1.66 0.66
C 1.59 0.93 -0.85
C 0.39 0.79 0.00
C -0.62 -0.34 -0.15
C 0.29 1.69 1.20
C -0.95 -1.04 -1.41
C -1.92 -0.01 0.56
N 0.37 -1.06 0.73
N 2.70 -1.17 0.38
S 3.19 0.29 -0.26
H 1.46 -2.72 1.02
H 1.40 0.46 -1.82
H 1.81 2.00 -0.87
H -0.27 1.19 1.96
H -0.46 2.45 1.00
H 1.17 1.96 1.59
H -1.68 -1.77 -1.17
H 0.00 -1.29 -2.00
H -1.49 -0.31 -2.08
H -2.78 -0.53 0.41
H -2.07 1.04 0.24
H -1.72 0.06 1.62
H 3.40 -1.78 0.75

Properties
E = -21275.4638 eV
charge = +1
HOMO energy = -12.8 eV
energy above the lowest of the compared OMol25 structures with the same formula, charge and spin = 96.5 kcal per mole

=====

[18]
A single C5H8O molecule, computed with ωB97M-V/def2-TZVPD.

Atoms and positions in Å:
C -0.97 -0.82 -1.50
O -0.70 -1.97 -0.96
C -0.23 0.14 -0.45
C -0.63 0.64 0.81
C 0.70 0.43 1.47
C 1.19 -0.08 0.08
H -2.03 -0.46 -1.51
H -0.54 -0.58 -2.50
H -1.58 1.06 1.14
H -0.40 1.31 -0.54
H 0.63 -0.37 2.21
H 1.19 1.30 1.92
H 1.44 -1.14 0.05
H 1.97 0.52 -0.40

Properties
E = -7356.5971 eV
HOMO energy (spin up / spin down) = -7.8 / -7.8 eV
energy above the lowest of the compared OMol25 structures with the same formula, charge and spin = 130.5 kcal per mole